Entry 1:
ORCA calculation (ωB97M-V/def2-TZVPD) on a cluster of 2 separate species, CH2IOP in total in a non-equilibrium geometry.

## Properties
HOMO-LUMO gap (spin up / spin down): 8.711 / 8.598 eV
HOMO (spin up / spin down): -8.65 / -10.06 eV

Geometry as ORCA input:
```
! RIJCOSX wB97M-V def2-TZVPD def2/J DEFGRID3
* xyz 0 3
C -0.9199 -1.1469 -0.1223
O -2.0251 -1.1640 0.3034
P 1.1286 2.8002 -0.3689
I 2.6921 1.7801 1.0025
H -0.1908 -0.2119 -0.0387
H -0.6850 -2.0575 -0.7759
*
```

Here are the natural (NBO) charges for atoms 1 to 2, given in e:
1. C 0.27
2. O -0.50


Entry 2:
ORCA calculation (ωB97M-V/def2-TZVPD) on a structure of composition C4H2F5IN2 in a non-equilibrium geometry.

## Properties
HOMO-LUMO gap: 9.947 eV
HOMO: -10.68 eV

Geometry as ORCA input:
```
! RIJCOSX wB97M-V def2-TZVPD def2/J DEFGRID3
* xyz 0 1
C 0.8060 0.9631 -1.9684
C 0.4462 0.9653 0.0121
C -0.4302 2.3030 0.1228
C 1.8777 1.1704 0.5246
N 0.9280 1.0137 -3.0908
N -0.1912 -0.2137 0.3089
F -1.7043 2.1516 -0.4445
F -0.5150 2.6795 1.3884
F 0.0599 3.3247 -0.5513
F 2.3672 2.4529 0.2817
F 1.8450 1.1430 1.9593
I 3.3011 -0.2142 -0.1058
H -1.1646 -0.3147 0.2757
H 0.3510 -1.0237 -0.1814
*
```

Here are the natural (NBO) charges for atoms 1 to 2, given in e:
1. C 0.12
2. C 0.13


Entry 3:
ORCA calculation (ωB97M-V/def2-TZVPD) on a structure of composition C27H29BrFNOPPdTe.

## Properties
HOMO-LUMO gap: 8.147 eV
HOMO: -10.84 eV

Geometry as ORCA input:
```
! RIJCOSX wB97M-V def2-TZVPD def2/J DEFGRID3
* xyz 1 1
Pd -0.9622 -0.8739 0.1883
F -5.7371 -0.2031 1.7816
C -4.7300 -0.2339 0.9028
C -4.7893 -1.2183 -0.1083
C -3.7896 -1.2871 -1.0277
C -2.7084 -0.3508 -0.9953
C -1.5102 -0.4953 -1.7620
C -2.6712 0.6111 0.0503
C -3.7156 0.6626 1.0041
H -5.6258 -1.9035 -0.1253
H -3.8154 -2.0371 -1.8080
H -0.9685 0.3958 -2.0628
H -1.4502 -1.3107 -2.4755
H -1.9422 1.4120 0.0180
H -3.7303 1.4083 1.7870
C -0.9976 2.5313 4.0261
P 0.0198 2.6848 2.5463
C -0.3292 4.3227 1.8876
C 1.7189 2.7413 3.1411
O -0.2118 1.5927 1.5524
H -0.8342 3.3756 4.6979
H -0.7517 1.6072 4.5497
H -2.0502 2.5060 3.7414
H -0.1349 5.1019 2.6253
H -1.3760 4.3710 1.5859
H 0.2940 4.4957 1.0103
H 1.8752 3.5658 3.8373
H 2.3900 2.8581 2.2897
H 1.9517 1.8041 3.6490
Te -0.9597 -1.5407 2.8654
C -2.9517 -2.1071 3.2799
C -3.6345 -3.0800 2.5622
C -4.9501 -3.3790 2.8859
C -5.5949 -2.6951 3.9073
C -4.9187 -1.7121 4.6133
C -3.5962 -1.4220 4.3052
C -0.0800 -3.4553 2.8819
C 0.7842 -3.7722 3.9247
C 1.3985 -5.0173 3.9626
C 1.1457 -5.9475 2.9658
C 0.2844 -5.6315 1.9235
C -0.3198 -4.3840 1.8746
H -3.1532 -3.6123 1.7516
H -5.4751 -4.1477 2.3328
H -6.6229 -2.9283 4.1511
H -5.4150 -1.1768 5.4121
H -3.0676 -0.6688 4.8778
H 0.9749 -3.0548 4.7130
H 2.0664 -5.2612 4.7784
H 1.6164 -6.9213 3.0019
H 0.0836 -6.3574 1.1454
H -0.9744 -4.1374 1.0479
Br 2.2453 -0.7264 1.5164
C 1.9070 -2.1551 0.3402
C 2.8879 -3.1144 0.1550
C 2.6298 -4.1458 -0.7275
C 1.4125 -4.1786 -1.3894
C 0.4966 -3.1824 -1.1307
N 0.7260 -2.1735 -0.2723
H 3.8221 -3.0418 0.6905
H 3.3726 -4.9138 -0.8978
H 1.1730 -4.9648 -2.0906
H -0.4732 -3.1736 -1.6085
*
```

Here are the natural (NBO) charges for atoms 1 to 2, given in e:
1. Pd 0.56
2. F -0.31


Entry 4:
ORCA calculation (ωB97M-V/def2-TZVPD) on a structure of composition C20H28AuN3O4S3 in a non-equilibrium geometry.

## Properties
HOMO-LUMO gap (spin up / spin down): 7.051 / 4.845 eV
HOMO (spin up / spin down): -11.70 / -11.59 eV

Geometry as ORCA input:
```
! RIJCOSX wB97M-V def2-TZVPD def2/J DEFGRID3
* xyz 1 2
Au -2.2159 0.2662 -0.3778
N -1.1003 2.2307 -0.4443
C -0.0030 2.4046 0.4202
C 1.1423 1.6349 0.2163
C 2.1744 1.6561 1.1413
C 2.0411 2.5000 2.2123
C 0.9673 3.3228 2.4236
C -0.0774 3.2690 1.5120
S 3.2935 2.3793 3.6002
O 4.2314 1.4291 3.0733
O 2.3233 1.8540 4.5402
O 3.7052 3.7422 3.7511
H -0.7624 2.1154 -1.4275
H -1.7533 3.0073 -0.3865
H 1.2111 1.0201 -0.6684
H 3.0535 1.0424 1.0387
H 0.9412 3.9809 3.2760
H -0.9533 3.8844 1.6621
C 0.8027 -2.2245 4.7019
C 1.2591 -1.0093 3.8944
N 0.8693 -1.1089 2.4944
C 1.7071 -1.9460 1.6457
C 1.1127 -3.3365 1.4233
C -0.2721 -0.6061 2.0375
C -1.1648 0.1501 2.9647
N -0.6450 -0.7394 0.7935
H 0.8812 -2.0070 5.7629
H 1.4182 -3.0941 4.4880
H -0.2319 -2.4735 4.4755
H 2.3470 -0.9216 3.9317
H 0.8728 -0.0884 4.3285
H 2.6774 -2.0396 2.1310
H 1.8775 -1.4473 0.6856
H 1.0964 -3.9008 2.3499
H 1.7122 -3.8785 0.6984
H 0.0934 -3.2841 1.0514
H -0.7061 1.1037 3.2220
H -1.3337 -0.4063 3.8833
H -2.1236 0.3291 2.4833
H -0.0395 -1.2692 0.1858
S -4.6505 -1.5708 -1.7177
C -3.3849 -1.2613 -0.8428
C 1.2980 0.2821 -4.5355
S 0.0310 0.1652 -3.2220
O -0.2484 1.5868 -2.8662
C -1.3510 -0.3106 -4.2890
C -1.5729 -1.6442 -4.5819
C -2.6150 -1.9725 -5.4319
C -3.4243 -0.9766 -5.9572
C -3.2045 0.3531 -5.6322
C -2.1637 0.6909 -4.7854
H 0.9365 0.9399 -5.3180
H 1.4893 -0.7145 -4.9141
H 2.1967 0.6975 -4.0900
H -0.9371 -2.4085 -4.1591
H -2.7934 -3.0059 -5.6808
H -4.2299 -1.2376 -6.6238
H -3.8372 1.1270 -6.0357
H -1.9675 1.7186 -4.5123
*
```

Here are the natural (NBO) charges for atoms 1 to 2, given in e:
1. Au 0.76
2. N -0.86


Entry 5:
ORCA calculation (ωB97M-V/def2-TZVPD) on a structure of composition C14H35BCuNO11V in a non-equilibrium geometry.

## Properties
HOMO-LUMO gap (spin up / spin down): 3.816 / 3.869 eV
HOMO (spin up / spin down): -0.19 / -0.24 eV

Geometry as ORCA input:
```
! RIJCOSX wB97M-V def2-TZVPD def2/J DEFGRID3
* xyz -2 2
O 4.2328 0.6109 0.6649
V 2.7988 1.3347 0.5008
Cu -0.1355 -0.4549 0.5425
C 3.0254 3.9450 0.2546
O 3.5657 4.7936 1.0337
O 1.9020 3.4076 0.6153
O 3.8322 3.0407 -0.2512
C 1.7132 1.1725 3.0310
O 0.8955 2.0676 3.5610
O 1.3313 0.5070 1.9823
O 2.8347 1.8199 2.8279
B 1.7047 0.3417 -1.2122
H 2.7505 0.6944 -1.5047
H 1.1573 -0.2085 -2.1072
H 1.8433 -0.3525 -0.3218
H 1.0777 1.2257 -0.8825
C -2.3683 -5.1447 4.7289
O -1.8232 -4.3859 3.6842
C -0.7807 -3.5434 4.0900
C -0.2669 -2.5492 3.0456
N -1.1888 -1.7198 2.2805
C -2.1114 -2.4134 1.3769
C -1.4546 -3.1545 0.2319
O -0.9099 -2.2393 -0.7094
C -0.2997 -2.9162 -1.7922
H -3.1430 -4.5975 5.2769
H -1.5872 -5.4861 5.4175
H -2.8387 -6.0445 4.3279
H 0.1379 -4.1029 4.3405
H -0.9804 -2.9957 5.0223
H 0.3626 -3.0376 2.2999
H 0.3515 -1.8448 3.6058
H -1.5376 -0.9146 2.7769
H -2.8736 -1.6946 1.0813
H -2.5941 -3.1971 1.9750
H -2.1970 -3.7324 -0.3380
H -0.7391 -3.8925 0.6124
H -1.0318 -3.2611 -2.5331
H 0.2719 -3.7835 -1.4521
H 0.3531 -2.1911 -2.2743
C 2.5146 3.5784 -4.2996
C 1.2871 2.8366 -4.8229
C 1.7665 1.4560 -5.3147
O 0.4382 2.7791 -3.6979
H 2.9811 3.0999 -3.4358
H 2.3364 4.6276 -4.0639
H 3.2938 3.5829 -5.0771
H 0.9069 3.2822 -5.7444
H 2.5582 1.4934 -6.0597
H 0.9249 0.9132 -5.7688
H 2.0098 0.8023 -4.4716
H 0.8780 2.1527 -3.1050
C -2.4684 2.0760 1.3853
C -2.6679 1.7916 -0.0883
C -1.8727 2.7198 -1.0073
O -2.0658 0.4720 -0.2528
H -2.8935 3.0391 1.6683
H -1.3884 2.0546 1.5713
H -2.9023 1.3249 2.0492
H -3.6974 1.7573 -0.4632
H -2.0768 3.7384 -0.6649
H -2.1699 2.6387 -2.0544
H -0.8077 2.5054 -0.9284
H -2.1656 0.1749 -1.1630
*
```

Here are the natural (NBO) charges for atoms 1 to 2, given in e:
1. O -0.56
2. V 1.39


Entry 6:
ORCA calculation (ωB97M-V/def2-TZVPD) on a cluster of 2 separate species, C2H7O2P in total in a non-equilibrium geometry.

## Properties
HOMO-LUMO gap: 9.338 eV
HOMO: -8.67 eV

Geometry as ORCA input:
```
! RIJCOSX wB97M-V def2-TZVPD def2/J DEFGRID3
* xyz 0 1
C -2.1501 -0.6883 -0.3458
C 2.3576 -0.1137 0.1913
O -0.2291 1.5427 -1.1140
O -0.9939 -0.3776 0.4643
P -0.0213 0.8556 0.1428
H -2.1043 -1.7513 -0.2950
H -1.9723 -0.3632 -1.3335
H -3.0389 -0.3554 0.0891
H 2.3023 -1.1006 0.6047
H 3.0175 0.0485 -0.6794
H 2.6073 0.6773 0.9802
H 0.2252 1.6260 1.2953
*
```

Here are the natural (NBO) charges for atoms 1 to 2, given in e:
1. C -0.24
2. C -0.82